1.
This record from the OMol25 dataset describes C28H30FN7OS in the gas phase. The level of theory is wB97M-V/def2-TZVPD.

The calculation puts the energy above the lowest of the compared OMol25 structures with the same formula, charge and spin at 0.000 eV. The calculation puts the maximum force at 0.76 eV/A. Its HOMO energy is -7.64 eV. Its SMILES is Cc1nc(N2CCN(c3ccccn3)CC2)c2c(C)c(C(=O)N3CCN(c4ccc(F)cc4)CC3)sc2n1. For the LUMO energy, the calculation gives 0.4 eV.

```
! RIJCOSX wB97M-V def2-TZVPD def2/J DEFGRID3
* xyz 0 1
C 2.88 -0.64 4.69
C 1.97 -0.29 3.56
N 2.51 -0.13 2.36
C 1.74 0.16 1.32
N 2.36 0.48 0.15
C 1.94 1.65 -0.59
C 2.73 2.89 -0.10
N 4.15 2.67 -0.23
C 4.87 3.04 -1.33
C 4.47 4.06 -2.21
C 5.31 4.42 -3.24
C 6.52 3.76 -3.40
C 6.83 2.77 -2.49
N 6.04 2.42 -1.49
C 4.57 1.51 0.53
C 3.80 0.27 0.07
C 0.32 0.11 1.46
C -0.77 0.10 0.54
C -0.66 -0.09 -0.93
C -1.98 0.11 1.19
C -3.29 0.28 0.53
O -3.43 1.07 -0.39
N -4.34 -0.42 1.03
C -4.22 -1.57 1.91
C -5.17 -2.69 1.41
N -5.37 -2.56 -0.02
C -4.30 -2.86 -0.86
C -3.86 -2.02 -1.88
C -2.84 -2.39 -2.73
C -2.22 -3.62 -2.55
F -1.21 -3.98 -3.37
C -2.62 -4.47 -1.54
C -3.65 -4.09 -0.71
C -6.18 -1.39 -0.28
C -5.67 -0.17 0.53
S -1.83 0.15 2.94
C -0.10 0.05 2.80
N 0.69 -0.12 3.85
H 2.44 -0.34 5.63
H 3.03 -1.72 4.70
H 3.85 -0.17 4.55
H 0.88 1.83 -0.44
H 2.13 1.49 -1.65
H 2.41 3.77 -0.66
H 2.51 3.05 0.96
H 3.53 4.58 -2.08
H 5.01 5.20 -3.93
H 7.20 4.02 -4.20
H 7.76 2.22 -2.55
H 5.64 1.37 0.38
H 4.35 1.69 1.59
H 4.05 -0.59 0.68
H 4.04 0.07 -0.98
H 0.34 -0.41 -1.21
H -0.92 0.82 -1.46
H -1.38 -0.85 -1.25
H -3.19 -1.93 1.88
H -4.47 -1.30 2.94
H -6.15 -2.60 1.89
H -4.75 -3.66 1.66
H -4.29 -1.04 -2.02
H -2.51 -1.74 -3.52
H -2.13 -5.43 -1.42
H -3.98 -4.78 0.06
H -7.21 -1.62 0.04
H -6.21 -1.19 -1.35
H -5.61 0.73 -0.10
H -6.33 0.04 1.38
*
```

=====

2.
This record from the OMol25 dataset describes a molecular structure, C28H30N4O7P2RuSSi at a distorted geometry. The level of theory is wB97M-V/def2-TZVPD.

The calculation puts the energy above the lowest of the compared OMol25 structures with the same formula, charge and spin at 2.425 eV. The calculation puts the maximum force at 3.29 eV/A. Its HOMO energy (alpha / beta) is -2.56 / -2.56 eV. Its expectation value of S² is 8.817. For the LUMO energy (alpha / beta), the calculation gives 2.5 / 1.4 eV.

```
! RIJCOSX wB97M-V def2-TZVPD def2/J DEFGRID3
* xyz -1 6
Ru -0.22 -1.53 0.91
N -2.10 -4.41 3.36
C -1.72 -3.75 2.21
S -0.02 -3.89 1.75
N -2.61 -3.21 1.47
N -2.24 -2.46 0.41
C -2.82 -2.72 -0.71
C -2.66 -2.00 -1.95
C -3.34 -2.53 -3.08
C -3.20 -1.95 -4.34
C -2.42 -0.85 -4.53
C -1.70 -0.19 -3.42
C -1.85 -0.89 -2.11
O -1.20 -0.35 -1.05
H -1.34 -4.57 4.00
H -2.92 -4.02 3.79
H -3.49 -3.58 -0.76
H -3.95 -3.41 -2.94
H -3.70 -2.41 -5.18
H -2.27 -0.45 -5.52
H -0.62 -0.14 -3.68
N 1.52 -0.38 5.74
C 1.00 0.13 4.48
C 0.81 1.62 4.43
P 2.17 -0.48 3.20
O 3.47 0.48 3.33
O 2.69 -1.85 3.78
O 1.80 -0.57 1.77
P -0.64 -0.71 4.21
O -0.15 -2.26 4.35
O -1.51 -0.38 5.35
O -1.10 -0.44 2.81
H 2.05 0.34 6.23
H 2.41 -1.90 4.71
H 0.72 -0.63 6.32
H 1.74 2.15 4.65
H 0.04 1.90 5.15
H 0.47 1.90 3.43
H 3.47 1.10 2.59
H 0.11 -2.63 3.48
C 1.87 3.75 1.81
C 2.64 2.79 1.18
C 2.04 1.85 0.35
C 0.66 1.84 0.15
C -0.10 2.80 0.81
C 0.49 3.74 1.63
Si -0.03 0.83 -1.29
C 1.42 -0.22 -2.00
C 2.39 0.32 -2.85
C 3.37 -0.47 -3.41
C 3.42 -1.82 -3.11
C 2.50 -2.37 -2.24
C 1.50 -1.58 -1.70
C -0.91 1.97 -2.46
C -0.49 3.23 -2.81
C -1.07 3.95 -3.84
C -2.06 3.33 -4.64
C -2.53 2.10 -4.36
C -2.08 1.33 -3.16
H 2.34 4.50 2.42
H 3.72 2.80 1.29
H 2.65 1.12 -0.15
H -1.17 2.82 0.66
H -0.12 4.49 2.12
H 2.35 1.38 -3.08
H 4.09 -0.04 -4.10
H 4.18 -2.45 -3.55
H 2.53 -3.43 -2.00
H 0.76 -2.04 -1.01
H 0.34 3.66 -2.27
H -0.73 4.95 -4.08
H -2.45 3.88 -5.49
H -3.30 1.64 -4.96
H -2.94 1.27 -2.47
*
```

=====

3.
This record from the OMol25 dataset describes a molecular structure, C28H30N9O2S2Tl at a distorted geometry. The level of theory is wB97M-V/def2-TZVPD.

The calculation puts the energy above the lowest of the compared OMol25 structures with the same formula, charge and spin at 0.000 eV. The calculation puts the maximum force at 1.33 eV/A. Its HOMO energy is -1.85 eV. For the LUMO energy, the calculation gives 4.1 eV.

```
! RIJCOSX wB97M-V def2-TZVPD def2/J DEFGRID3
* xyz -2 1
Tl 1.30 -0.47 -1.26
C 0.73 1.61 1.62
N 1.62 1.27 0.53
C 2.59 2.08 0.30
C 3.61 1.84 -0.67
C 4.73 2.64 -0.97
C 5.41 1.97 -1.98
C 4.67 0.80 -2.24
N 3.60 0.72 -1.45
C 1.34 1.25 2.95
C 1.30 2.14 4.02
C 1.88 1.81 5.24
C 2.51 0.59 5.40
C 2.55 -0.31 4.34
C 1.97 0.02 3.13
H -0.19 1.03 1.48
H 0.48 2.68 1.61
H 2.66 3.02 0.86
H 5.01 3.57 -0.50
H 6.32 2.28 -2.48
H 4.89 0.04 -2.97
H 0.81 3.10 3.90
H 1.84 2.51 6.07
H 2.99 0.34 6.34
H 3.03 -1.27 4.45
H 2.00 -0.67 2.29
O -3.68 -0.63 0.08
C -4.47 0.30 -0.47
C -5.83 0.31 -0.17
C -6.67 1.25 -0.73
C -6.16 2.22 -1.59
C -4.81 2.22 -1.89
C -3.95 1.28 -1.34
C -2.47 1.27 -1.61
O -1.78 0.38 -1.04
N -2.08 2.24 -2.43
N -0.75 2.24 -2.69
C -0.20 3.11 -3.38
S -1.05 4.56 -4.20
C 0.53 5.42 -4.48
C 1.55 4.39 -4.91
S 1.54 3.07 -3.65
H -2.73 -0.36 -0.28
H -6.21 -0.44 0.52
H -7.73 1.23 -0.49
H -6.82 2.96 -2.02
H -4.38 2.97 -2.55
H 0.83 5.90 -3.55
H 0.37 6.18 -5.25
H 2.56 4.80 -4.94
H 1.29 3.96 -5.87
N 2.61 -3.27 0.65
C 2.37 -2.24 0.16
C -0.20 -5.90 -0.50
C -0.74 -5.96 0.93
C 0.41 -5.90 1.94
C -1.77 -4.86 1.20
N -1.25 -3.51 1.33
C -0.82 -2.63 0.41
N -0.45 -1.52 1.01
N -0.64 -1.75 2.32
N -1.11 -2.92 2.53
H 0.39 -6.79 -0.71
H 0.46 -5.03 -0.62
H -1.01 -5.83 -1.23
H -1.28 -6.91 1.06
H 1.08 -5.08 1.71
H 0.99 -6.82 1.88
H 0.03 -5.79 2.95
H -2.27 -5.08 2.15
H -2.52 -4.84 0.40
H -0.83 -2.80 -0.65
*
```

=====

4.
This record from the OMol25 dataset describes a molecular structure, C28H30NOReTe at a distorted geometry. The level of theory is wB97M-V/def2-TZVPD.

The calculation puts the energy above the lowest of the compared OMol25 structures with the same formula, charge and spin at 1.940 eV. The calculation puts the maximum force at 3.88 eV/A. Its HOMO energy (alpha / beta) is -10.01 / -10.95 eV. Its expectation value of S² is 3.772. For the LUMO energy (alpha / beta), the calculation gives -3.1 / -5.3 eV.

```
! RIJCOSX wB97M-V def2-TZVPD def2/J DEFGRID3
* xyz 1 4
C 2.17 -0.01 1.81
C 2.29 -0.75 0.59
C 1.99 0.11 -0.50
H 2.65 -1.78 0.51
C 1.71 1.42 0.03
C 1.89 1.36 1.47
H 1.53 2.30 -0.56
C -1.28 -2.13 2.40
C 0.08 -2.16 1.99
C 0.06 -2.03 0.53
H 0.93 -2.51 2.57
C -1.31 -1.73 0.14
C -2.13 -1.83 1.31
H 1.95 -0.18 -1.55
H 1.90 2.22 2.13
H 2.41 -0.40 2.81
H -3.22 -1.67 1.29
H 0.72 -2.50 -0.20
H -1.63 -2.45 3.39
Re 0.25 0.08 0.85
C -1.73 -1.49 -1.31
C -3.25 -1.53 -1.43
C -1.21 -2.59 -2.24
H -3.63 -2.52 -1.08
H -3.53 -1.38 -2.48
H -3.73 -0.75 -0.82
H -1.58 -3.57 -1.87
H -0.12 -2.62 -2.26
H -1.61 -2.39 -3.25
C -1.07 -0.17 -1.71
C -1.90 1.07 -1.93
H -0.35 -0.27 -2.52
H -0.53 0.29 -0.80
O -2.52 1.58 -0.96
N -1.46 1.63 -3.12
C -0.22 2.43 -2.95
H -2.20 2.06 -3.65
C 1.04 1.80 -3.51
C 2.23 2.49 -3.23
H 2.14 3.46 -2.73
C 3.46 1.94 -3.55
H 4.36 2.49 -3.28
C 3.52 0.71 -4.21
H 4.50 0.26 -4.39
C 2.34 0.05 -4.54
H 2.40 -0.90 -5.06
C 1.08 0.58 -4.20
H 0.17 0.06 -4.49
H 0.01 2.63 -1.88
H -0.41 3.41 -3.41
Te -1.44 1.68 1.97
C -0.98 1.08 4.00
C -2.06 0.60 4.76
C -1.82 0.05 6.03
C -0.50 -0.10 6.49
C 0.58 0.34 5.70
C 0.33 0.98 4.49
H -3.07 0.61 4.36
H -2.65 -0.29 6.64
H -0.31 -0.55 7.46
H 1.60 0.16 6.04
H 1.17 1.32 3.90
*
```

=====

5.
This record from the OMol25 dataset describes a molecular structure, C28H31Br4N3O5STeV at a distorted geometry. The level of theory is wB97M-V/def2-TZVPD.

The calculation puts the energy above the lowest of the compared OMol25 structures with the same formula, charge and spin at 0.881 eV. The calculation puts the maximum force at 3.32 eV/A. Its HOMO energy (alpha / beta) is -3.04 / -3.04 eV. For the LUMO energy (alpha / beta), the calculation gives 1.6 / 1.6 eV.

```
! RIJCOSX wB97M-V def2-TZVPD def2/J DEFGRID3
* xyz -1 1
V 1.41 -1.02 1.37
C -1.48 -0.23 1.63
N -0.15 0.26 1.98
C 0.01 1.60 1.39
C 0.00 0.39 3.43
C 0.04 -0.97 4.13
N 1.18 -1.75 3.67
C 2.36 -1.46 4.47
C 0.88 -3.18 3.75
H -2.25 0.38 2.13
H -1.59 -1.27 1.91
H -1.62 -0.15 0.55
H -0.68 2.31 1.86
H -0.19 1.54 0.32
H 1.04 1.93 1.53
H -0.82 1.00 3.84
H 0.95 0.91 3.61
H -0.88 -1.52 3.92
H 0.09 -0.79 5.22
H 2.18 -1.67 5.54
H 2.65 -0.41 4.35
H 3.19 -2.07 4.13
H 0.55 -3.46 4.76
H 1.77 -3.75 3.48
H 0.10 -3.42 3.02
Br 1.41 -2.79 -5.06
C 1.09 -2.73 -3.21
C 0.83 -3.89 -2.50
Br 0.88 -5.55 -3.39
C 0.57 -3.84 -1.13
Br 0.23 -5.42 -0.17
C 0.62 -2.64 -0.44
O 0.39 -2.44 0.82
C 0.96 -1.46 -1.17
O 1.04 -0.39 -0.45
C 1.13 -1.51 -2.54
Br 1.45 0.11 -3.46
O 4.95 -3.53 1.65
S 3.85 -2.92 0.95
O 2.82 -3.83 0.51
N 3.24 -1.69 1.81
C 3.31 -0.54 1.12
O 2.84 0.50 1.66
C 3.97 -0.64 -0.19
C 4.12 0.34 -1.17
C 4.67 -0.03 -2.39
C 5.07 -1.34 -2.64
C 4.92 -2.32 -1.66
C 4.38 -1.94 -0.45
H 3.79 1.35 -1.00
H 4.77 0.71 -3.17
H 5.49 -1.61 -3.60
H 5.21 -3.34 -1.83
C -5.87 5.71 -1.78
C -4.99 4.50 -1.94
C -5.52 3.22 -2.00
C -4.71 2.10 -2.09
C -5.34 0.74 -2.17
C -3.32 2.24 -2.12
Te -2.05 0.54 -2.16
C -2.78 3.53 -2.10
C -1.30 3.73 -2.18
C -3.61 4.63 -2.01
H -6.92 5.41 -1.78
H -5.71 6.41 -2.60
H -5.66 6.22 -0.84
H -6.60 3.09 -1.98
H -6.42 0.81 -2.23
H -5.08 0.14 -1.30
H -4.97 0.22 -3.05
H -0.86 3.10 -2.95
H -0.82 3.47 -1.23
H -1.06 4.77 -2.40
H -3.17 5.62 -1.98
*
```

=====

6.
This record from the OMol25 dataset describes a molecular structure, C28H31BrCl3N2O3RhSb at a distorted geometry. The level of theory is wB97M-V/def2-TZVPD.

The calculation puts the energy above the lowest of the compared OMol25 structures with the same formula, charge and spin at 0.446 eV. The calculation puts the maximum force at 1.70 eV/A. Its HOMO energy is -10.27 eV. For the LUMO energy, the calculation gives -4.6 eV.

```
! RIJCOSX wB97M-V def2-TZVPD def2/J DEFGRID3
* xyz 1 1
Rh -0.40 -0.23 -0.05
O -3.20 3.34 3.20
C -1.97 3.54 3.76
C -1.76 4.21 4.96
C -0.46 4.38 5.41
C 0.62 3.91 4.68
C 0.40 3.23 3.49
C -0.89 3.04 3.04
C -1.20 2.23 1.81
O -0.07 1.81 1.11
N -1.86 3.06 0.76
N -1.20 3.25 -0.28
C 0.00 2.43 -0.20
C -0.09 1.33 -1.26
Br -2.76 -0.03 -0.32
C 0.05 1.69 -2.54
C -0.14 0.84 -3.72
C -1.21 -0.05 -3.81
C -1.38 -0.83 -4.95
C -0.49 -0.72 -6.01
C 0.56 0.18 -5.93
C 0.73 0.97 -4.81
H -3.90 3.63 3.80
H -2.60 4.59 5.52
H -0.30 4.90 6.34
H 1.62 4.04 5.05
H 1.23 2.81 2.94
H -1.87 1.39 2.03
H -2.77 3.49 0.89
H 0.87 3.08 -0.29
H 0.35 2.71 -2.76
H -1.92 -0.11 -2.99
H -2.23 -1.50 -5.02
H -0.63 -1.32 -6.89
H 1.25 0.28 -6.76
H 1.54 1.68 -4.76
Cl 2.99 1.05 5.87
C 1.95 0.37 4.66
C 2.42 0.23 3.36
C 1.56 -0.30 2.42
Cl 2.06 -0.34 0.73
C 0.24 -0.74 2.69
O -0.53 -1.25 1.79
C -0.18 -0.52 4.02
Cl -1.82 -0.89 4.42
C 0.66 0.00 4.99
H 3.42 0.54 3.09
H 0.29 0.14 5.99
C 2.73 -1.05 -2.60
C 1.60 -1.98 -2.99
Sb 0.18 -2.30 -1.44
C 1.16 -3.78 -0.26
C 0.33 -4.33 0.89
C -1.42 -3.40 -2.29
C -0.96 -4.25 -3.47
H 3.42 -0.91 -3.43
H 3.31 -1.44 -1.76
H 2.35 -0.06 -2.31
H 1.97 -2.98 -3.24
H 1.05 -1.60 -3.85
H 2.11 -3.35 0.07
H 1.39 -4.57 -0.99
H 0.02 -3.54 1.57
H 0.91 -5.06 1.45
H -0.57 -4.83 0.53
H -2.20 -2.69 -2.57
H -1.81 -4.01 -1.48
H -0.58 -3.63 -4.29
H -1.79 -4.84 -3.86
H -0.17 -4.94 -3.18
*
```

=====

7.
This record from the OMol25 dataset describes a molecular structure, C28H31BrF4IrN5O4PS at a distorted geometry. The level of theory is wB97M-V/def2-TZVPD.

The calculation puts the energy above the lowest of the compared OMol25 structures with the same formula, charge and spin at 0.000 eV. The calculation puts the maximum force at 1.78 eV/A. Its HOMO energy (alpha / beta) is -19.36 / -19.36 eV. Its expectation value of S² is 0.756. For the LUMO energy (alpha / beta), the calculation gives -13.1 / -13.6 eV.

```
! RIJCOSX wB97M-V def2-TZVPD def2/J DEFGRID3
* xyz 4 2
Ir 0.28 0.00 -1.29
F 4.11 5.80 -2.02
C 3.75 4.55 -1.98
C 4.67 3.54 -2.22
F 5.91 3.84 -2.50
C 4.27 2.21 -2.17
F 5.15 1.26 -2.41
C 2.95 1.86 -1.88
P 2.50 0.13 -1.78
C 2.71 -0.61 -3.40
C 2.94 -1.98 -3.55
C 3.02 -2.53 -4.82
C 2.86 -1.73 -5.94
C 2.62 -0.36 -5.79
C 2.54 0.20 -4.53
C 3.41 -0.69 -0.50
C 4.55 -1.46 -0.78
C 5.28 -1.99 0.27
C 4.88 -1.76 1.59
C 3.76 -0.97 1.87
C 3.03 -0.43 0.82
C 2.06 2.90 -1.64
Br 0.24 2.51 -1.22
C 2.42 4.22 -1.68
F 1.54 5.17 -1.45
H 3.12 -2.62 -2.69
H 3.23 -3.59 -4.94
H 2.94 -2.15 -6.93
H 2.52 0.27 -6.67
H 2.38 1.26 -4.42
H 4.89 -1.62 -1.79
H 6.16 -2.58 0.07
H 5.46 -2.17 2.40
H 3.49 -0.77 2.89
H 2.19 0.22 1.04
N -0.68 -0.15 -3.17
C -0.57 -1.55 -3.67
C -0.74 -2.48 -2.48
N 0.30 -2.08 -1.50
H -1.67 0.08 -3.04
H -0.33 0.51 -3.87
H 0.42 -1.66 -4.11
H -1.32 -1.76 -4.44
H -0.61 -3.52 -2.79
H -1.72 -2.39 -2.01
H 1.19 -2.40 -1.88
H 0.18 -2.57 -0.61
C -7.65 0.74 6.67
C -6.92 -0.19 5.82
S -5.43 1.10 4.74
O -4.62 1.56 5.83
O -6.28 1.92 3.93
C -4.39 0.08 3.64
C -3.18 0.96 3.26
N -2.21 0.27 2.38
C -1.98 0.57 1.08
N -0.93 -0.13 0.61
C -0.46 -0.89 1.67
C -1.23 -0.65 2.74
N -1.07 -1.22 4.07
O -0.10 -1.91 4.21
O -1.92 -0.95 4.89
C -2.80 1.54 0.31
H -8.35 0.04 7.17
H -8.27 1.45 6.13
H -7.06 1.19 7.46
H -7.39 -0.57 4.92
H -6.16 -0.83 6.28
H -5.02 -0.18 2.79
H -4.09 -0.79 4.22
H -2.65 1.26 4.16
H -3.50 1.85 2.73
H 0.40 -1.53 1.62
H -2.65 2.56 0.67
H -3.86 1.31 0.36
H -2.51 1.51 -0.74
*
```